C20H37AgF6NO6 | ωB97M-V with the def2-TZVPD basis set

Geometry as XYZ:
```
71
Properties=species:S:1:pos:R:3:forces:R:3:mulliken_charge:R:1
Ag -0.6753 -0.9388 -0.2261 0.20 -1.49 -1.42 0.697
C 0.7507 -0.9990 -3.5918 -2.64 -1.54 2.42 -0.223
O 0.8066 -2.2746 -4.2066 1.58 -0.40 -2.06 -0.169
O -0.1766 -1.3543 -2.5780 2.20 3.10 -0.71 -0.626
C 2.2253 -0.4406 -3.2382 -1.35 -2.51 0.83 0.726
F 2.8084 -0.0638 -4.3971 0.45 0.30 0.39 -0.296
F 2.3338 0.5737 -2.3437 -0.17 -0.10 -0.73 -0.261
F 2.9372 -1.4696 -2.6902 0.26 0.79 -0.48 -0.294
C 1.2603 -2.4418 -5.5591 0.89 -0.40 0.60 -0.277
C 1.3270 -3.9469 -5.8102 -1.12 -0.22 -0.46 -1.273
H 0.3597 -4.4283 -5.6666 -0.27 0.26 0.76 0.319
H 1.4197 -4.2019 -6.8658 0.91 0.31 -0.24 0.404
H 2.0384 -4.4824 -5.1815 0.12 0.27 -0.14 0.276
H 2.2511 -2.0268 -5.7443 0.52 -0.02 0.49 0.257
H 0.7194 -1.9102 -6.3419 -1.08 -0.01 0.19 0.311
H 0.4260 -0.3072 -4.3690 -0.50 0.71 -0.16 0.146
C -0.8523 -4.1673 0.7259 0.73 0.61 -4.55 -0.126
O -0.9454 -2.9542 1.4468 0.25 0.27 1.44 0.040
O -0.5224 -3.7270 -0.5667 -0.51 -1.92 3.47 -0.840
C 0.2258 -5.1513 1.4764 1.72 2.21 -2.53 0.650
F -0.1184 -5.9394 2.4729 -1.10 -1.32 0.27 -0.284
F 1.0434 -5.8763 0.5970 -1.53 0.49 1.21 -0.304
F 1.0510 -4.2676 2.0569 1.51 0.32 0.48 -0.230
C -1.3440 -3.0640 2.7615 -2.29 0.23 1.57 -0.429
C -1.4673 -1.7177 3.4194 1.90 1.38 0.43 -0.990
H -1.9575 -1.7102 4.3929 -0.32 -0.28 -0.15 0.462
H -0.4697 -1.3289 3.6236 0.50 -0.09 0.28 0.267
H -1.8066 -0.8773 2.8138 -0.84 -0.47 -0.43 -0.006
H -0.8540 -3.7741 3.4276 1.11 0.18 -0.27 0.348
H -2.3561 -3.4418 2.9061 -0.76 -0.53 -0.97 0.277
H -1.8178 -4.6684 0.7950 -0.56 -0.37 0.12 0.144
C -0.9860 2.3757 3.3923 0.98 0.27 0.82 -1.923
C -1.6528 2.7939 2.1140 -1.06 -0.25 -1.44 1.919
C -1.8019 4.3351 2.0172 0.45 -0.87 0.31 -1.357
C -2.0994 4.9312 0.6337 1.01 -0.15 0.50 -0.738
C -1.1272 4.4449 -0.5079 -2.01 0.06 2.66 -1.073
C -0.9860 2.8535 -0.4937 1.67 3.99 0.50 1.497
N -0.7771 2.4252 0.9397 -0.60 1.67 0.34 -0.230
O -0.4635 1.0736 1.0509 0.19 -0.41 -0.16 0.983
C -2.1199 2.2469 -1.2210 -0.16 -1.11 -0.30 -1.377
C 0.3675 2.7775 -1.2011 0.77 -1.65 -0.89 -1.907
C -3.0384 2.0849 2.1543 -0.85 -0.21 -0.47 -1.800
H -1.3177 2.9877 4.2311 -0.25 0.30 -0.06 0.440
H 0.0904 2.5345 3.3266 0.16 -0.17 0.05 0.404
H -1.2199 1.3595 3.7096 0.32 -0.08 -0.42 0.193
H -2.5111 4.6990 2.7607 -0.43 -0.21 -0.07 0.449
H -0.8659 4.7347 2.4074 0.40 0.11 -0.33 0.437
H -1.8410 5.9665 0.8561 -0.59 0.46 -0.65 0.417
H -3.1551 4.8338 0.3806 0.01 -0.01 -0.09 0.319
H -0.2088 4.9906 -0.2914 0.35 -0.51 -0.21 0.393
H -1.5672 4.8701 -1.4099 0.32 -0.59 -0.40 0.386
H -2.3616 2.6957 -2.1844 0.21 0.36 0.12 0.338
H -1.7533 1.2524 -1.4752 -0.76 -0.60 0.08 0.101
H -3.0020 2.2684 -0.5810 -0.08 -0.34 -0.27 0.373
H 1.1961 3.2367 -0.6621 -0.22 -0.18 0.55 0.469
H 0.6417 1.7640 -1.4939 0.06 -0.33 0.52 0.079
H 0.4554 3.2519 -2.1785 -0.89 0.46 -0.10 0.409
H -3.2376 1.4032 1.3274 0.04 0.55 -0.55 0.407
H -3.8278 2.8280 2.2679 -0.20 0.02 -0.51 0.295
H -3.2672 1.3793 2.9529 0.80 0.23 0.67 0.436
H 0.4903 1.1317 1.1431 0.27 -0.74 -0.04 -0.040
C 3.3763 -1.8980 1.7996 0.39 -0.50 0.34 -1.137
C 2.7572 -0.7573 1.0220 -0.25 -0.68 0.79 0.800
O 1.6121 -0.8629 0.6164 1.35 0.69 0.40 -0.229
C 3.5737 0.5094 0.8327 -0.44 0.45 -0.71 -0.985
H 3.8384 -2.6482 1.1579 -0.15 0.10 -0.47 0.353
H 2.6480 -2.4598 2.3844 -0.28 0.24 -0.23 0.134
H 4.1801 -1.6093 2.4769 -0.01 0.45 -0.03 0.386
H 4.0970 0.9702 1.6705 -0.38 -0.51 0.55 0.394
H 2.8663 1.2317 0.4254 0.22 0.21 -0.18 -0.047
H 4.3780 0.3719 0.1099 -0.17 -0.30 -0.32 0.336
```
Positions in Å, forces in eV/Å.

Output
net charge: -1
spin multiplicity: 1
gap between HOMO and LUMO: 6.20 eV
maximum force: 4.651 eV/A
E_HOMO: -3.8 eV
calculated total energy: -55414.8352 eV

C6H12 | ωB97M-V with the def2-TZVPD basis set

Geometry as XYZ:
```
18
Properties=species:S:1:pos:R:3:forces:R:3:nbo_charge:R:1
C 1.7725 1.0163 0.2391 0.00 0.10 -0.02 -0.608
C 1.4352 -0.4803 0.2221 0.04 -0.09 0.07 -0.404
C 0.0878 -0.9486 -0.3314 0.09 -0.02 -0.11 -0.224
C -0.9700 -1.4783 0.6032 -0.10 -0.14 0.13 -0.416
C -1.2619 -0.2669 -0.2310 -0.10 0.05 -0.08 -0.219
C -1.5561 1.0741 0.4041 0.03 0.03 0.04 -0.609
H 2.2151 1.3414 -0.7062 -0.12 -0.01 0.04 0.203
H 0.9116 1.6566 0.4387 0.12 -0.15 -0.02 0.207
H 2.5073 1.2081 1.0266 -0.01 0.04 -0.14 0.207
H 1.5537 -0.8818 1.2343 -0.09 0.10 -0.06 0.198
H 2.2089 -0.9810 -0.3707 -0.06 0.00 0.13 0.209
H 0.1851 -1.5207 -1.2529 -0.02 0.11 0.14 0.209
H -0.7912 -1.2922 1.6615 -0.01 -0.02 -0.16 0.203
H -1.4631 -2.4248 0.4013 0.06 0.15 -0.05 0.211
H -1.8917 -0.4586 -1.0992 0.11 0.03 0.11 0.208
H -2.6212 1.1357 0.6589 0.17 -0.02 -0.02 0.212
H -1.3343 1.8986 -0.2831 -0.02 -0.10 0.11 0.208
H -0.9856 1.2371 1.3244 -0.09 -0.07 -0.12 0.205
```
Positions in Å, forces in eV/Å.

Output
spin multiplicity: 1
gap between HOMO and LUMO: 11.11 eV
maximum force: 0.212 eV/A
structure (SMILES): CC[C@H]1C[C@H]1C
E_HOMO: -9.9 eV
calculated total energy: -6415.6412 eV

C8H9FI2O | ωB97M-V with the def2-TZVPD basis set

Geometry as XYZ:
```
21
Properties=species:S:1:pos:R:3:forces:R:3:nbo_charge:R:1
C -2.5653 -0.6935 0.7010 -0.70 0.26 0.72 -0.307
C -3.3733 -0.0390 1.7397 1.31 -0.58 -1.01 -0.388
C -1.2652 -0.2818 0.9467 0.22 -5.15 -5.93 0.267
C -2.3838 0.6648 2.3654 -5.27 2.62 5.99 0.343
C 2.0661 -0.3989 -1.2538 -1.91 3.84 -3.58 -0.607
C -0.0096 -0.8234 0.1882 -3.08 2.97 -2.94 -0.420
C 0.9327 0.2714 -0.3565 0.65 -0.73 -0.53 -0.397
C -2.5970 1.6987 4.2973 0.22 -2.46 -3.90 -0.061
O -1.1983 0.4908 1.9563 2.93 2.04 1.74 -0.411
F -3.7989 2.2638 4.2003 0.15 0.21 0.21 -0.361
I -1.0032 3.0353 4.4418 0.05 0.21 0.09 0.220
I -2.6184 0.0947 5.6823 0.01 0.18 0.06 0.189
H -3.0454 -1.4042 -0.0122 1.14 0.79 0.46 0.232
H -4.4510 -0.2455 1.8610 0.99 0.75 0.35 0.253
H 2.3636 -1.2437 -0.7499 1.49 -1.87 0.72 0.200
H 1.7500 -0.6300 -2.4138 0.11 0.05 3.07 0.200
H 2.8092 0.4241 -1.5122 -0.25 -1.41 1.00 0.218
H 0.4619 -1.5150 0.7405 2.04 -2.30 2.33 0.203
H -0.3578 -1.4021 -0.7287 -0.11 0.71 1.19 0.213
H 0.3662 0.9834 -1.0133 0.49 -0.31 1.08 0.211
H 1.4300 0.7271 0.5436 -0.47 0.17 -1.11 0.204
```
Positions in Å, forces in eV/Å.

Output
spin multiplicity: 1
gap between HOMO and LUMO: 8.07 eV
maximum force: 8.395 eV/A
E_HOMO: -8.5 eV
calculated total energy: -29403.0146 eV